{
  "formula": "C24H44N5O6P",
  "method": "ωB97M-V with the def2-TZVPD basis set",
  "homo_energy_ev": -9.05,
  "charge": 0,
  "homo_lumo_gap_ha": 0.321,
  "smiles": "CC(=O)OCCCCCCc1nc2ccc(P(O)O)cc2nc1N.COC[C@@H](C)N.COC[C@@H](C)N",
  "max_force_ha_per_bohr": 0.0403,
  "spin_multiplicity": 1,
  "elements": ["C", "C", "O", "O", "C", "C", "C", "C", "C", "C", "C", "N", "C", "C", "C", "C", "P", "O", "O", "C", "C", "N", "C", "N", "H", "H", "H", "H", "H", "H", "H", "H", "H", "H", "H", "H", "H", "H", "H", "H", "H", "H", "H", "H", "H", "H", "C", "O", "C", "C", "C", "N", "H", "H", "H", "H", "H", "H", "H", "H", "H", "H", "H", "C", "O", "C", "C", "C", "N", "H", "H", "H", "H", "H", "H", "H", "H", "H", "H", "H"],
  "coordinates": [[1.1354, 0.3864, 0.6194], [-0.1540, 1.0138, 0.0961], [-0.0941, 2.0754, -0.4870], [-1.3002, 0.3479, 0.3678], [-2.3368, 0.5855, -0.5910], [-3.6783, 0.0057, -0.1191], [-3.6043, -1.4989, 0.2759], [-4.1523, -2.4381, -0.8411], [-2.9851, -2.7458, -1.8290], [-3.4459, -2.9471, -3.2882], [-2.2260, -2.9797, -4.2180], [-1.0466, -2.9814, -3.6645], [-0.0003, -2.9706, -4.5479], [1.3152, -2.9663, -4.0391], [2.3971, -2.9242, -4.8508], [2.1986, -2.9096, -6.2687], [3.6786, -2.9028, -7.3932], [3.7442, -4.5090, -7.8495], [4.9411, -2.7385, -6.3313], [0.9375, -2.9218, -6.7573], [-0.2090, -2.9628, -5.9247], [-1.4355, -3.0016, -6.5350], [-2.3957, -3.0085, -5.6576], [-3.7324, -3.0507, -6.1744], [1.2863, -0.6357, 0.2616], [1.9583, 1.0460, 0.3336], [1.1007, 0.4299, 1.7307], [-2.0145, 0.1764, -1.5593], [-2.5099, 1.6559, -0.7667], [-4.3859, 0.0985, -0.9525], [-3.9805, 0.5922, 0.7563], [-2.5548, -1.7638, 0.4567], [-4.1601, -1.6970, 1.2014], [-4.4211, -3.3859, -0.3551], [-5.0399, -2.0050, -1.3186], [-2.2564, -1.9387, -1.7346], [-2.5137, -3.6833, -1.5078], [-4.0376, -2.0516, -3.5416], [-4.0395, -3.8616, -3.3955], [1.4541, -3.0033, -2.9598], [3.3748, -2.9044, -4.3761], [3.4505, -5.0137, -7.0745], [4.8907, -3.4069, -5.6314], [0.8063, -2.9358, -7.8405], [-4.0417, -4.0138, -6.2320], [-4.3561, -2.4856, -5.6154], [2.2949, -1.0019, 4.1225], [1.2543, -0.0408, 4.1675], [0.4097, -0.1348, 5.3015], [0.9629, 0.5347, 6.5707], [2.0557, -0.2752, 7.2614], [1.4756, 1.8825, 6.2998], [1.9859, -1.9583, 4.5528], [3.1855, -0.6303, 4.6332], [2.5588, -1.1593, 3.0760], [-0.5111, 0.3847, 5.0216], [0.1319, -1.1801, 5.4889], [0.1307, 0.6243, 7.2752], [3.0127, -0.2078, 6.7443], [2.2143, 0.0961, 8.2743], [1.7782, -1.3293, 7.3341], [0.7196, 2.4573, 5.9351], [2.1240, 1.8104, 5.5186], [0.6192, 7.0649, 3.0655], [0.3205, 5.7689, 3.5500], [0.0157, 4.8123, 2.5499], [1.2398, 4.1759, 1.8745], [1.9191, 5.0858, 0.8572], [2.2369, 3.7364, 2.8597], [0.0363, 7.3113, 2.1735], [1.6864, 7.1622, 2.8535], [0.3720, 7.7799, 3.8506], [-0.5339, 4.0186, 3.0650], [-0.6734, 5.2365, 1.8081], [0.8882, 3.2962, 1.3339], [2.5180, 5.8648, 1.3300], [2.5923, 4.5052, 0.2256], [1.1847, 5.5644, 0.2061], [1.8070, 3.0492, 3.4749], [2.4266, 4.5252, 3.4740]],
  "forces_ev_per_a": [[-0.59, 0.43, 0.87], [1.27, 0.74, -0.03], [-0.75, -0.70, 0.01], [0.43, -0.02, -0.37], [-1.10, 0.53, -0.61], [0.97, -0.83, 0.39], [-0.50, -0.07, -0.46], [1.18, -0.23, 0.59], [-1.11, -0.43, 0.00], [1.16, 0.85, 0.32], [-0.20, -0.08, 0.39], [-0.12, 0.03, -0.71], [-0.15, -0.02, 0.54], [-0.07, -0.02, 0.81], [-0.14, -0.05, -0.49], [1.69, -0.33, 1.16], [0.25, 0.39, -0.89], [-0.31, 0.73, 1.09], [-0.86, -0.51, -0.13], [-0.34, -0.16, -0.97], [0.99, -0.04, -1.15], [0.08, 0.02, 1.58], [-1.31, 0.09, -0.52], [0.71, 0.05, 0.06], [-0.11, 0.15, 0.18], [-0.18, -0.24, -0.20], [-0.05, -0.43, -0.55], [-0.05, -0.08, 0.26], [0.43, -0.15, 0.24], [-0.01, 0.37, 0.34], [-0.24, -0.01, -0.33], [-0.26, -0.03, 0.17], [0.13, 0.25, -0.15], [-0.33, 0.22, -0.25], [0.17, -0.10, 0.02], [0.02, -0.27, -0.39], [0.20, 0.40, 0.06], [-0.17, -0.45, -0.17], [-0.09, 0.27, -0.07], [-0.21, 0.07, -0.16], [-0.06, 0.06, -0.31], [0.03, -0.43, -0.38], [0.28, 0.14, 0.05], [-0.25, 0.06, 0.22], [-0.28, 0.16, -0.10], [-0.17, -0.36, 0.05], [0.14, 0.22, -0.18], [-0.04, -0.20, 0.07], [-0.33, 0.18, 0.07], [0.39, -0.06, -0.17], [-0.03, -0.11, 0.20], [-0.26, -0.03, -0.20], [-0.01, 0.03, 0.06], [0.03, -0.16, 0.08], [-0.07, 0.02, -0.01], [0.05, 0.04, -0.06], [0.13, -0.04, 0.03], [-0.07, 0.02, -0.09], [-0.04, 0.03, -0.06], [0.00, 0.05, -0.04], [0.02, 0.01, -0.02], [0.00, 0.08, 0.16], [0.12, -0.01, 0.13], [0.12, -0.01, 0.25], [-0.12, 0.06, -0.16], [-0.11, -0.28, 0.02], [0.21, 0.31, 0.14], [0.01, -0.03, -0.20], [-0.21, -0.06, 0.15], [0.04, -0.05, -0.04], [-0.03, 0.09, -0.16], [-0.05, -0.06, 0.02], [0.04, 0.03, 0.08], [0.09, 0.07, -0.06], [-0.08, 0.02, 0.04], [-0.04, -0.01, 0.07], [-0.01, -0.02, 0.05], [0.00, 0.00, 0.01], [0.06, -0.11, -0.10], [0.10, 0.01, -0.07]]
}

{
  "formula": "C5H6O",
  "method": "ωB97M-V with the def2-TZVPD basis set",
  "de_lowest_ev": 2.710,
  "homo_energy_ev": -8.08,
  "charge": 0,
  "homo_lumo_gap_ha": 0.334,
  "smiles": "C=C1CC=CO1",
  "max_force_ha_per_bohr": 0.1160,
  "spin_multiplicity": 1,
  "elements": ["C", "C", "C", "C", "C", "O", "H", "H", "H", "H", "H", "H"],
  "coordinates": [[-2.0641, -0.1772, -0.1599], [-0.7495, -0.2165, 0.0817], [0.3798, 0.8907, 0.0893], [1.6692, 0.2517, -0.2468], [1.3384, -1.1058, -0.0420], [0.0050, -1.3555, 0.1031], [-2.5674, 0.6725, 0.0618], [-2.8066, -1.0479, -0.3987], [-0.0094, 1.8893, -0.4873], [0.4659, 1.3499, 1.2105], [2.5659, 0.8654, -0.2627], [1.7728, -2.0167, 0.0511]],
  "forces_ev_per_a": [[0.12, -3.70, -0.19], [1.79, 1.09, -1.01], [-3.47, 4.49, 1.82], [-1.72, -3.77, 1.12], [-0.22, 5.19, -1.07], [-0.70, -0.82, -0.03], [-1.23, 2.88, 0.09], [2.11, 1.29, 0.72], [1.16, -2.58, 0.95], [-0.17, -1.06, -2.25], [0.06, -0.88, -0.10], [2.28, -2.14, -0.06]]
}

{
  "formula": "C4H7NOS",
  "method": "ωB97M-V with the def2-TZVPD basis set",
  "de_lowest_ev": 1.977,
  "homo_energy_ev": -8.82,
  "charge": 0,
  "homo_lumo_gap_ha": 0.348,
  "smiles": "O/N=C1/CCCS1",
  "max_force_ha_per_bohr": 0.0304,
  "spin_multiplicity": 1,
  "elements": ["O", "N", "C", "C", "C", "C", "S", "H", "H", "H", "H", "H", "H", "H"],
  "coordinates": [[-0.8824, 2.8023, -1.2322], [-1.4211, 1.7624, -0.5552], [-0.5929, 0.8594, -0.2374], [-1.0133, -0.4302, 0.3897], [0.1732, -1.3680, 0.2722], [1.4617, -0.5812, 0.3053], [1.1590, 0.9404, -0.5767], [0.0626, 2.6041, -1.3111], [-1.9482, -0.8444, -0.0229], [-1.3452, -0.1759, 1.4045], [0.0368, -1.9036, -0.6815], [0.1820, -2.1602, 1.0506], [2.3002, -1.1316, -0.1194], [1.8276, -0.3736, 1.3142]],
  "forces_ev_per_a": [[0.16, 0.93, -0.25], [-0.17, -0.90, 0.20], [-0.35, -0.05, -0.49], [-0.82, 0.24, 0.91], [-0.56, -1.43, 0.30], [0.76, -0.54, 0.55], [-0.10, 0.20, -0.20], [0.18, 0.57, -0.32], [0.57, 0.24, -0.39], [0.58, -0.27, 0.23], [0.45, 0.24, 0.17], [-0.06, 0.51, -0.33], [-0.15, 0.06, -0.49], [-0.49, 0.19, 0.11]]
}